--- P ---
The following is a quantum chemistry calculation of a molecular structure, C28H40AsN5O2V, from the Open Molecules 2025 dataset.

```
77
Properties=species:S:1:pos:R:3
V 0.47603 -0.29991 0.16696
C -0.03356 2.82564 -0.51262
C -1.00418 2.22312 -1.53520
C -2.22186 1.68291 -0.82722
C -3.50266 1.94737 -1.29469
C -4.59045 1.52900 -0.54557
C -4.35404 0.85976 0.64576
C -3.04422 0.61075 1.01257
N -1.99118 1.00332 0.29717
N 0.97411 1.84466 -0.04124
C 2.09176 1.80206 -1.00723
C 3.01358 0.66996 -0.63911
C 4.34777 0.63826 -1.00071
C 5.15499 -0.37916 -0.51220
C 4.59478 -1.31660 0.34515
C 3.24435 -1.24729 0.62437
N 2.45086 -0.28755 0.12125
C 1.48203 2.22871 1.30168
C 0.83351 1.41079 2.39002
C 0.79120 1.83685 3.70573
C 0.22313 1.01508 4.66725
C -0.29326 -0.21416 4.27706
C -0.19796 -0.57866 2.95053
N 0.36225 0.20845 2.02017
H -0.61059 3.15726 0.34834
H 0.47854 3.69963 -0.92802
H -0.51671 1.41054 -2.08738
H -1.30764 2.97537 -2.26070
H -3.63394 2.49045 -2.22124
H -5.59870 1.74004 -0.87614
H -5.17276 0.54386 1.27768
H -2.82225 0.06961 1.92778
H 2.64326 2.74874 -1.01593
H 1.68872 1.65491 -2.01230
H 4.75684 1.41423 -1.63485
H 6.20345 -0.42579 -0.77315
H 5.20070 -2.09794 0.78250
H 2.76514 -1.97992 1.25827
H 1.34108 3.29521 1.48786
H 2.55620 2.04001 1.35230
H 1.19615 2.80463 3.97066
H 0.18859 1.32822 5.70168
H -0.75979 -0.86927 4.99854
H -0.56562 -1.53732 2.60100
O -1.69946 -1.46304 -0.60459
C -2.46110 -2.34351 -0.17334
C -3.88532 -2.43351 -0.65941
C -4.14254 -3.73113 -1.44974
C -4.49838 -4.91766 -0.55529
C -3.35083 -5.37795 0.34201
C -2.86323 -4.30995 1.32346
N -2.04590 -3.26082 0.71107
H -4.06269 -1.55689 -1.27812
H -4.56943 -2.38299 0.19278
H -3.25852 -3.97489 -2.04931
H -4.95958 -3.55459 -2.14899
H -4.80989 -5.75726 -1.17837
H -5.35506 -4.64555 0.06787
H -2.51070 -5.70215 -0.27918
H -3.67993 -6.24398 0.91861
H -2.25050 -4.77540 2.09283
H -3.72364 -3.85785 1.82297
H -1.05984 -3.22203 0.93090
C 2.63909 -2.84195 -2.31564
As 0.84767 -3.10106 -1.63746
C 0.65183 -5.01599 -1.47568
C -0.28384 -2.46877 -3.07488
O 0.72806 -2.41724 -0.12027
H 2.82108 -1.79283 -2.54627
H 2.76801 -3.43370 -3.22187
H 3.34703 -3.18089 -1.56331
H 1.55024 -5.39687 -0.99178
H 0.56220 -5.45598 -2.46792
H -0.21416 -5.28368 -0.87650
H 0.09172 -1.50644 -3.42302
H -1.31727 -2.35843 -2.76666
H -0.20146 -3.19306 -3.88528
```

Results
spin multiplicity = 4
HOMO-LUMO gap (spin up / spin down) = 7.73 / 9.12 eV
HOMO energy (spin up / spin down) = -12.716 / -14.329 eV
total charge = +2
LUMO (spin up / spin down) = -4.981 / -5.213 eV



--- Q ---
The following is a quantum chemistry calculation of a molecular structure, C28H40AsN5O2V, from the Open Molecules 2025 dataset.

```
77
Properties=species:S:1:pos:R:3
V 0.12292 -0.16508 -0.35465
C 2.07489 0.28314 -2.72046
C 0.77093 0.14701 -3.52175
C -0.34766 1.03314 -3.02880
C -0.79924 2.09849 -3.79674
C -1.84804 2.88432 -3.33919
C -2.42313 2.57440 -2.11542
C -1.91504 1.50793 -1.39954
N -0.88798 0.75629 -1.82530
N 1.99802 -0.25157 -1.34062
C 2.97202 0.40568 -0.44808
C 2.59721 0.16647 0.99653
C 3.43709 0.57205 2.01875
C 3.04967 0.34827 3.33103
C 1.84034 -0.28837 3.56960
C 1.05694 -0.65533 2.49259
N 1.41520 -0.42795 1.22299
C 2.28068 -1.71270 -1.31613
C 1.03955 -2.49448 -1.62729
C 1.05031 -3.69906 -2.30588
C -0.15305 -4.34105 -2.55695
C -1.32887 -3.72279 -2.15551
C -1.25506 -2.51249 -1.49569
N -0.09373 -1.91024 -1.19522
H 2.87760 -0.22080 -3.26823
H 2.34505 1.33920 -2.66771
H 0.99421 0.40520 -4.55623
H 0.43054 -0.88837 -3.51838
H -0.33484 2.30499 -4.75216
H -2.21813 3.70982 -3.93232
H -3.25477 3.14512 -1.72701
H -2.32037 1.23751 -0.43314
H 3.98852 0.04124 -0.63956
H 2.97253 1.47967 -0.63992
H 4.37568 1.05704 1.78276
H 3.68504 0.66028 4.14883
H 1.51160 -0.48953 4.57910
H 0.09965 -1.13601 2.63271
H 3.09271 -1.96644 -2.00322
H 2.59602 -1.98448 -0.30864
H 1.98693 -4.12181 -2.64405
H -0.17954 -5.28687 -3.08054
H -2.29152 -4.16944 -2.36178
H -2.15035 -1.97643 -1.22054
O 0.47190 1.98165 0.31541
C 0.77944 3.17360 0.15117
C 0.89850 4.09640 1.34385
C 2.16093 4.99335 1.40853
C 3.25893 4.58915 0.41994
C 2.97921 5.11494 -0.99552
C 1.49371 5.01536 -1.35007
N 0.96772 3.68330 -1.07202
H 0.84658 3.44888 2.21603
H -0.00441 4.71451 1.35161
H 2.55297 4.95287 2.42352
H 1.89757 6.03641 1.22943
H 3.34443 3.49711 0.40937
H 4.22219 4.97128 0.75667
H 3.57472 4.56005 -1.72482
H 3.28040 6.16148 -1.06768
H 1.33372 5.22842 -2.40525
H 0.91932 5.74737 -0.78291
H 0.83114 3.05075 -1.84469
C -3.64808 -0.56242 3.03954
As -2.98652 -1.37352 1.41929
C -2.63925 -3.24732 1.79896
C -4.39832 -1.27893 0.08029
O -1.63064 -0.54719 0.94335
H -4.55320 -1.05893 3.38536
H -3.85504 0.48696 2.83919
H -2.87305 -0.63907 3.79987
H -3.46841 -3.84676 1.42720
H -2.54858 -3.38900 2.87434
H -1.71495 -3.55705 1.31711
H -4.72817 -2.28201 -0.18369
H -4.03710 -0.76293 -0.80687
H -5.24283 -0.72865 0.49203
```

Results
spin multiplicity = 4
HOMO-LUMO gap (spin up / spin down) = 7.21 / 9.73 eV
HOMO energy (spin up / spin down) = -11.984 / -14.702 eV
total charge = +2
LUMO (spin up / spin down) = -4.774 / -4.976 eV



On energetic grounds, Q is preferred over the next structure by 0.0447 hartree.



--- P ---
The following is a quantum chemistry calculation of 2 unconnected molecules or ions with the total composition C3H7N3OS, from the Open Molecules 2025 dataset.

```
15
Properties=species:S:1:pos:R:3
C -0.78404 -0.02709 0.32556
C 1.21250 1.27870 0.54934
C 0.80323 -0.13690 0.72188
H -3.68170 -0.94124 0.75304
H -1.43316 0.95585 -1.13354
H 0.28240 2.86224 -0.26358
H 1.11588 1.80028 1.55911
H 2.31825 1.59652 0.32410
H 0.95248 -0.53801 1.77726
H 2.66933 -1.58383 0.73422
N -1.59566 -1.01135 0.54068
N -0.89446 1.14081 -0.35596
N 0.47683 1.80275 -0.55673
O -2.71389 -0.49042 -0.35519
S 1.63691 -1.27764 -0.49286
```

Results
HOMO-LUMO gap = 8.18 eV
HOMO energy = -8.754 eV
LUMO = -0.573 eV



--- Q ---
The following is a quantum chemistry calculation of a single C3H7N3OS molecule, from the Open Molecules 2025 dataset.

```
15
Properties=species:S:1:pos:R:3
C 0.04313 -0.27974 0.18569
C -0.58962 0.17054 -1.16264
C 2.32063 0.06947 1.09353
H -2.72094 -0.31467 1.81782
H -2.59828 0.41280 0.31209
H -1.62397 -0.31317 -1.20083
H -0.86848 1.30144 -1.01060
H 0.27911 -0.78137 -2.62064
H 1.69855 0.06344 -0.82049
H 3.31524 0.58319 0.83986
N -2.03842 -0.30930 0.94326
N -0.69349 -0.32365 1.21220
N 1.39023 -0.21707 0.07381
O 0.06097 0.19759 -2.41573
S 2.02535 -0.25951 2.75267
```

Results
SMILES = N/N=C(\CO)NC=S
HOMO-LUMO gap = 8.25 eV
HOMO energy = -8.195 eV
LUMO = 0.059 eV



On energetic grounds, Q is preferred over the next structure by 0.1681 hartree.



--- P ---
The following is a quantum chemistry calculation of 2 unconnected molecules or ions with the total composition C4H12NO3, from the Open Molecules 2025 dataset.

```
20
Properties=species:S:1:pos:R:3
C 0.62803 -1.81716 -0.93903
O -0.75296 -2.10946 -0.67988
C 0.92757 -0.41107 -0.47468
C 0.09291 0.68525 -1.09350
C 0.27340 2.04401 -0.41769
O 1.04627 2.24330 0.48301
N 0.73201 -0.36785 1.03578
H 0.84785 -1.93332 -2.00262
H 1.15945 -2.54139 -0.33452
H -1.26510 -2.11126 -1.49358
H 1.98806 -0.17536 -0.57328
H -0.97266 0.48047 -0.97564
H 0.34566 0.86418 -2.13403
H -0.39026 2.81005 -0.83670
H 1.03348 0.58827 1.29921
H -0.21161 -0.69892 1.28098
H 1.34889 -1.05596 1.47409
H -3.06965 0.16039 1.28496
H -2.22266 -0.31412 2.37843
O -2.15873 0.25439 1.59630
```

Results
HOMO-LUMO gap = 11.35 eV
HOMO energy = -14.384 eV
total charge = +1
LUMO = -3.034 eV



--- Q ---
The following is a quantum chemistry calculation of 2 unconnected molecules or ions with the total composition C4H12NO3, from the Open Molecules 2025 dataset.

```
20
Properties=species:S:1:pos:R:3
C 0.28443 -1.56798 0.95912
C -0.61895 -0.30813 1.16118
C -0.55390 0.99033 0.22000
C -0.86924 0.74850 -1.29304
O -1.23273 1.81124 -1.99628
O -0.77713 -0.32871 -1.84681
N -0.26408 -2.50906 -0.05248
H 1.33851 -1.34892 0.72110
H 0.21831 -2.15483 1.89861
H -0.30522 0.06377 2.15947
H -1.66760 -0.38261 1.47777
H 0.48355 1.29411 -0.15006
H -1.13707 1.90903 0.53672
H -1.46856 1.54010 -2.89762
H -0.77791 -2.01824 -0.89565
H 0.43201 -3.11328 -0.49554
H -0.97468 -3.06451 0.47364
H 2.19640 3.44367 -0.17761
H 3.30940 2.48574 0.23599
O 2.38446 2.50977 -0.03848
```

Results
HOMO-LUMO gap = 10.94 eV
HOMO energy = -14.177 eV
total charge = +1
LUMO = -3.236 eV



--- R ---
The following is a quantum chemistry calculation of 2 unconnected molecules or ions with the total composition C4H12NO3, from the Open Molecules 2025 dataset.

```
20
Properties=species:S:1:pos:R:3
C 2.70499 -0.72852 0.37195
N 1.82963 -0.69585 -0.84167
H 2.78450 0.27876 0.81430
H 3.71708 -1.07651 0.10517
H 2.28569 -1.41292 1.12853
H 0.87387 -0.36824 -0.59514
H 2.22096 -0.05164 -1.55823
H 1.75153 -1.64369 -1.26251
O -1.59821 -0.84084 -0.42266
O -0.94944 1.35926 -0.83119
O -0.61248 0.41694 1.27279
C -1.89106 0.35130 -1.11118
C -1.55949 -0.57594 0.95913
C -0.92111 1.58895 0.55714
H -2.91225 0.69865 -0.86226
H -1.86252 0.14114 -2.19767
H -1.27293 -1.50766 1.48374
H -2.56234 -0.27987 1.32254
H -0.13776 2.34192 0.76892
H -1.88866 2.00475 0.89831
```

Results
HOMO-LUMO gap = 10.91 eV
HOMO energy = -14.401 eV
total charge = +1
LUMO = -3.491 eV



On energetic grounds, Q is preferred over the next structure by 0.0038 hartree.